Record 1
117
Properties=species:S:1:pos:R:3 method="wB97M-V/def2-TZVPD" energy_ev=-116078.5876 total_charge=-2 homo_lumo_gap_ev="4.661 / 4.660" de_lowest_kcal_mol=76.1 lumo_ev="2.483 / 2.482"
Ca 12.98 14.43 14.63
C 15.78 17.61 19.67
C 15.33 18.28 18.35
C 14.30 17.50 17.70
C 12.96 17.85 17.57
C 12.37 19.02 18.13
C 11.51 18.78 19.45
C 12.23 16.64 16.84
N 13.25 15.79 16.47
C 14.44 16.16 17.00
C 15.58 15.27 17.12
C 15.69 14.03 16.54
C 17.00 13.24 16.42
C 18.32 13.46 17.11
C 18.18 13.56 18.67
C 16.75 12.24 15.53
C 15.39 12.31 15.17
C 14.71 11.38 14.40
C 13.41 11.30 14.02
N 12.40 12.27 14.37
C 11.26 11.97 13.88
C 10.05 12.49 14.16
C 9.84 13.78 14.83
N 10.81 14.46 15.34
C 10.22 15.55 15.88
C 10.89 16.64 16.49
C 8.82 15.49 15.68
C 8.55 14.25 15.11
C 7.32 13.67 14.53
C 6.76 12.58 15.42
C 7.82 16.53 16.27
C 7.63 16.24 17.78
C 11.51 10.79 12.98
C 12.78 10.40 13.07
C 13.50 9.43 12.23
C 14.40 10.01 11.27
C 10.49 10.13 12.19
C 10.46 10.30 10.66
N 14.76 13.40 15.78
C 17.65 11.08 15.07
C 17.38 9.79 15.82
H 16.61 18.16 20.06
H 16.17 16.55 19.48
H 14.92 17.46 20.37
H 16.25 18.28 17.64
H 15.07 19.25 18.66
H 11.72 19.38 17.31
H 13.21 19.67 18.42
H 10.87 17.94 19.29
H 10.89 19.53 19.83
H 12.23 18.44 20.19
H 16.49 15.97 17.48
H 18.90 14.31 16.68
H 18.77 12.51 16.89
H 17.72 12.63 19.08
H 17.58 14.38 19.10
H 19.16 13.69 18.94
H 15.37 10.63 13.96
H 9.09 12.04 13.99
H 10.35 17.39 16.90
H 7.39 13.34 13.51
H 6.63 14.56 14.40
H 7.61 12.00 15.60
H 5.98 11.98 14.86
H 6.32 12.98 16.37
H 6.86 16.34 15.80
H 8.11 17.53 16.00
H 7.04 15.33 17.98
H 7.04 17.02 18.35
H 8.65 16.11 18.21
H 12.70 8.77 11.71
H 13.92 8.68 12.84
H 13.77 10.53 10.57
H 14.92 9.30 10.65
H 15.08 10.68 11.90
H 9.44 10.39 12.44
H 10.42 8.97 12.33
H 10.55 11.40 10.61
H 9.57 9.84 10.23
H 11.33 9.93 10.10
H 18.67 11.43 15.13
H 17.44 10.95 14.01
H 17.65 10.03 16.82
H 18.22 9.05 15.32
H 16.36 9.39 15.65
I 14.62 14.94 11.79
I 16.81 12.60 26.89
F 21.81 7.92 7.73
C 20.70 7.36 8.26
F 21.02 6.77 9.36
F 20.36 6.42 7.34
C 19.59 8.43 8.28
C 19.15 8.81 7.05
C 18.13 9.72 6.92
C 17.68 10.41 8.04
C 18.21 10.06 9.29
C 19.14 9.07 9.45
C 16.67 11.38 7.89
C 15.86 12.28 8.05
H 19.55 8.31 6.13
H 17.80 9.97 5.93
H 17.71 10.63 10.09
H 19.57 8.63 10.39
Cl 9.22 11.94 6.63
C 10.85 12.26 7.09
C 11.85 11.37 6.88
C 13.19 11.71 7.14
C 13.48 12.93 7.75
C 14.86 13.36 8.16
C 12.45 13.77 8.12
C 11.16 13.44 7.78
H 11.68 10.39 6.54
H 13.97 10.91 6.98
H 14.97 13.70 9.27
H 15.14 14.14 7.47
H 12.74 14.65 8.69
H 10.29 14.09 8.07

Record 2
124
Properties=species:S:1:pos:R:3 method="wB97M-V/def2-TZVPD" energy_ev=-113432.2498 total_charge=-2 homo_lumo_gap_ev=2.333 lumo_ev=1.742
Na -15.02 -11.43 11.54
O -13.82 -12.82 12.73
C -13.13 -12.55 13.89
C -14.16 -12.65 15.11
C -15.59 -12.22 14.88
C -16.49 -12.98 15.64
C -17.84 -12.58 15.57
C -18.18 -11.52 14.80
C -17.24 -10.84 13.99
C -17.73 -9.71 13.11
C -16.77 -8.70 12.49
O -15.92 -9.29 11.63
C -17.70 -7.70 11.62
C -19.06 -7.49 11.80
C -19.83 -6.83 10.84
C -19.24 -6.35 9.66
C -17.84 -6.41 9.53
C -17.14 -7.16 10.44
C -16.07 -7.79 13.60
C -15.05 -6.97 13.13
C -14.38 -6.06 13.95
C -14.82 -5.94 15.28
C -15.81 -6.75 15.77
C -16.42 -7.73 14.98
N -15.94 -11.20 14.00
C -12.44 -11.14 13.95
C -12.34 -10.37 12.77
C -11.94 -9.03 12.84
C -11.59 -8.44 14.06
C -11.59 -9.23 15.21
C -11.96 -10.60 15.16
C -12.12 -13.71 14.14
C -12.66 -15.00 13.96
C -12.03 -16.13 14.41
C -10.71 -16.00 14.90
C -10.08 -14.73 14.88
C -10.82 -13.59 14.61
H -13.79 -12.07 15.94
H -14.19 -13.70 15.43
H -16.17 -13.85 16.26
H -18.55 -13.10 16.20
H -19.22 -11.28 14.61
H -18.55 -9.28 13.67
H -18.24 -10.22 12.26
H -19.53 -7.93 12.69
H -20.91 -6.74 11.07
H -19.80 -5.94 8.82
H -17.29 -6.02 8.70
H -16.10 -7.45 10.28
H -14.77 -7.11 12.11
H -13.54 -5.47 13.55
H -14.27 -5.23 15.97
H -16.14 -6.68 16.82
H -16.96 -8.51 15.50
H -12.53 -10.74 11.78
H -11.90 -8.43 11.91
H -11.43 -7.33 14.12
H -11.28 -8.82 16.16
H -11.91 -11.20 16.04
H -13.66 -15.05 13.53
H -12.51 -17.14 14.33
H -10.20 -16.81 15.38
H -9.02 -14.65 15.09
H -10.41 -12.59 14.77
C -10.43 -14.69 9.71
Sb -11.62 -12.97 9.06
C -10.12 -11.28 9.19
C -11.67 -13.17 6.78
C -11.72 -14.54 6.40
C -10.53 -15.32 6.52
C -10.47 -16.67 6.17
C -11.65 -17.32 5.72
C -12.77 -16.59 5.47
C -12.92 -15.22 5.85
C -14.12 -14.54 5.59
Sb -16.44 -14.94 7.21
C -17.97 -15.19 5.75
C -15.69 -16.92 7.62
H -9.40 -14.52 9.43
H -10.85 -15.48 9.11
H -10.51 -14.91 10.77
H -9.09 -11.70 9.20
H -10.28 -10.78 10.14
H -10.30 -10.62 8.36
H -10.68 -12.73 6.61
H -12.52 -12.48 6.56
H -9.59 -14.83 6.86
H -9.57 -17.26 6.36
H -11.72 -18.40 5.58
H -13.62 -17.02 5.03
H -14.84 -14.97 4.93
H -14.23 -13.50 5.92
H -17.59 -14.93 4.76
H -18.94 -14.65 5.91
H -18.17 -16.26 5.72
H -15.01 -17.24 6.78
H -16.56 -17.62 7.59
H -15.23 -16.91 8.60
O -13.55 -13.98 10.43
H -14.46 -14.26 10.22
H -13.51 -13.56 11.40
O -14.53 -10.33 9.68
H -14.88 -9.53 10.16
H -13.89 -9.90 9.06
I -18.41 -10.16 8.45
I -20.24 -11.06 6.83
O -17.92 -14.82 8.68
C -17.51 -15.22 9.87
O -16.33 -15.17 10.27
C -18.64 -15.71 10.72
C -18.45 -15.98 12.09
C -19.50 -16.49 12.87
C -20.64 -16.96 12.28
C -20.77 -16.75 10.91
C -19.84 -16.07 10.09
N -21.94 -17.21 10.23
O -22.83 -17.76 10.91
O -21.97 -17.02 8.99
N -19.37 -16.67 14.25
O -18.49 -15.89 14.75
O -20.10 -17.52 14.83
H -17.48 -15.75 12.56
H -21.42 -17.46 12.84
H -20.11 -15.87 9.06